{"formula": "C4H5NOS2", "method": "the ωB97M-V functional and the def2-TZVPD basis", "smiles": "Nc1occ(S)c1S", "relative_energy_kj_mol": 181.9, "homo_ev": -7.588, "lumo_ha": 0.02358, "fmax_ev_per_a": 5.0, "species": ["N", "C", "O", "C", "C", "S", "C", "S", "H", "H", "H", "H", "H"], "positions_angstrom": [[2.6620, -0.6848, -0.1037], [1.2508, -0.7611, -0.0438], [0.6552, -1.8976, 0.1111], [-0.6241, -1.7580, -0.0450], [-0.9341, -0.4089, 0.0671], [-2.5093, 0.3322, 0.0011], [0.3298, 0.2715, 0.0614], [0.8294, 2.0710, -0.0820], [3.1000, -1.6185, 0.1211], [3.0333, 0.3281, -0.0399], [-1.2593, -2.5865, -0.1265], [-3.1682, -0.9392, -0.3224], [1.1617, 2.2794, 1.2594]]}